Model one:
Entry from the OMol25 dataset: C4H13N3 in the gas phase (the ωB97M-V functional and the def2-TZVPD basis).

Each line ends with the Mulliken charge.
Positions of all 20 atoms, in Å:
C 0.97 0.43 0.65  -0.602
C 0.99 -0.40 -0.66  -0.689
C 0.22 -1.75 -0.46  -0.563
N 1.10 -2.92 -0.26  -0.689
N -0.29 0.92 1.15  -0.415
C -1.20 1.38 0.06  -0.288
N -2.40 1.97 0.64  -0.684
H 1.34 -0.34 1.35  0.293
H 1.73 1.22 0.61  0.357
H 0.68 0.02 -1.63  0.348
H 2.07 -0.52 -0.80  0.391
H -0.39 -1.60 0.43  0.405
H -0.37 -1.86 -1.37  0.308
H 1.86 -2.57 0.31  0.256
H 1.56 -3.15 -1.12  0.261
H -0.18 1.80 1.63  0.275
H -1.56 0.49 -0.47  0.230
H -0.64 2.01 -0.63  0.297
H -3.12 1.88 -0.08  0.255
H -2.38 2.99 0.68  0.254

total charge: 0
highest occupied orbital energy: -8.8 eV
E_LUMO: 0.9 eV
SMILES: NCCCNCN


Model two:
Entry from the OMol25 dataset: C4H13N3 in the gas phase (the ωB97M-V functional and the def2-TZVPD basis).

Each line ends with the Mulliken charge.
Positions of all 20 atoms, in Å:
C -1.32 -0.29 0.33  -0.589
C 0.87 0.33 -0.64  -0.258
C 0.04 -2.27 1.20  -0.846
C 1.83 1.50 -0.59  -1.153
N -0.69 0.96 -0.04  -0.178
N -0.40 -0.89 1.28  -0.226
N -1.35 1.62 -1.13  -0.572
H 0.06 -0.24 1.91  0.235
H -1.89 0.99 -1.73  0.231
H -2.01 2.31 -0.75  0.249
H -2.27 -0.10 0.87  0.307
H -1.53 -0.97 -0.50  0.351
H 1.43 -0.57 -0.40  0.324
H 0.50 0.15 -1.66  0.343
H 1.13 -2.31 1.16  0.280
H -0.36 -2.78 0.32  0.283
H -0.29 -2.83 2.08  0.283
H 2.11 1.73 0.45  0.270
H 1.39 2.40 -1.04  0.301
H 2.74 1.27 -1.14  0.364

total charge: 0
highest occupied orbital energy: -8.1 eV
E_LUMO: 1.1 eV
SMILES: CCN(N)CNC


Model three:
Entry from the OMol25 dataset: C4H13N3 in the gas phase (the ωB97M-V functional and the def2-TZVPD basis).

Each line ends with the Mulliken charge.
Positions of all 20 atoms, in Å:
C 1.49 0.24 -0.63  -0.613
N 0.37 -0.35 0.05  -0.240
C 0.29 -0.46 1.51  -0.548
C -1.05 -1.02 1.90  -0.755
N -2.11 0.04 1.70  -0.597
C 1.24 0.34 -2.17  -0.548
N -0.03 0.99 -2.51  -0.622
H 2.38 -0.36 -0.43  0.283
H 1.75 1.23 -0.22  0.322
H -0.53 -0.02 -0.28  0.225
H 0.52 0.53 1.94  0.309
H 1.12 -1.12 1.79  0.373
H -1.24 -1.69 1.06  0.347
H -1.09 -1.40 2.92  0.401
H -2.97 -0.42 2.00  0.235
H -1.89 0.76 2.38  0.211
H 1.25 -0.63 -2.64  0.329
H 2.01 1.00 -2.56  0.359
H -0.01 1.95 -2.20  0.246
H -0.83 0.58 -2.06  0.282

total charge: 0
highest occupied orbital energy: -8.4 eV
E_LUMO: 1.1 eV
SMILES: NCCNCCN


Stability, highest: model three


Model one:
Entry from the OMol25 dataset: C4H13N3 in the gas phase (the ωB97M-V functional and the def2-TZVPD basis).

Each line ends with the Mulliken charge.
Positions of all 20 atoms, in Å:
C 1.27 -0.48 -0.91  -0.816
N 0.02 -0.43 -0.21  -0.120
C -0.29 -0.54 1.18  -0.552
C -1.65 -1.15 1.43  -0.697
N -2.69 -0.27 0.85  -0.509
C 1.57 0.79 -1.69  -0.349
N 1.93 1.87 -0.76  -0.637
H 1.27 -1.29 -1.66  0.322
H 2.05 -0.63 -0.15  0.347
H -0.81 -0.41 -0.78  0.247
H -0.26 0.40 1.75  0.264
H 0.42 -1.19 1.71  0.338
H -1.74 -2.13 0.93  0.298
H -1.86 -1.44 2.46  0.381
H -2.42 0.69 1.00  0.187
H -3.57 -0.51 1.25  0.218
H 0.64 0.92 -2.28  0.267
H 2.34 0.63 -2.44  0.370
H 1.72 2.76 -1.18  0.231
H 1.32 1.74 0.04  0.211

total charge: 0
highest occupied orbital energy: -8.2 eV
E_LUMO: 1.1 eV
SMILES: NCCNCCN


Model two:
Entry from the OMol25 dataset: C4H13N3 in the gas phase (the ωB97M-V functional and the def2-TZVPD basis).

Each line ends with the Mulliken charge.
Positions of all 20 atoms, in Å:
N -1.47 0.03 1.16  -0.530
C -0.69 0.20 -0.07  0.432
C 0.65 -0.50 0.25  -0.925
C 1.37 0.36 1.29  -0.510
N 2.43 1.13 0.59  -0.583
C -1.61 -0.42 -1.14  -0.747
N -0.76 -0.92 -2.28  -0.412
H -2.36 0.48 1.24  0.171
H -1.15 -0.65 1.82  0.149
H -0.59 1.30 -0.26  0.139
H 1.37 -0.50 -0.60  0.483
H 0.44 -1.52 0.59  0.346
H 0.77 0.99 1.95  0.339
H 1.92 -0.27 1.97  0.398
H 2.04 1.93 0.10  0.186
H 3.21 1.39 1.18  0.206
H -2.13 -1.28 -0.70  0.267
H -2.37 0.17 -1.69  0.295
H 0.19 -0.62 -2.36  0.136
H -1.27 -1.30 -3.05  0.161

total charge: 0
highest occupied orbital energy: -8.2 eV
E_LUMO: 1.2 eV
SMILES: NCC[C@H](N)CN


Stability, highest: model one


Model one:
Entry from the OMol25 dataset: C4H13N3 in the gas phase (the ωB97M-V functional and the def2-TZVPD basis).

Each line ends with the Mulliken charge.
Positions of all 20 atoms, in Å:
N -0.24 1.74 -2.25  -0.619
C 0.90 1.01 -2.00  -0.624
C 0.91 -0.22 -1.09  -0.521
N 0.34 0.12 0.20  -0.253
C 0.25 -1.06 1.15  -0.718
C -0.72 -0.72 2.36  -0.596
N -2.14 -0.33 1.90  -0.657
H -0.03 2.39 -2.90  0.232
H -0.47 2.28 -1.50  0.215
H 1.31 0.51 -2.92  0.334
H 1.60 1.65 -1.63  0.431
H 1.97 -0.71 -1.06  0.232
H 0.13 -1.04 -1.43  0.348
H 1.05 0.73 0.60  0.215
H 1.17 -1.53 1.47  0.444
H -0.42 -1.79 0.53  0.339
H -0.17 0.02 2.96  0.314
H -0.85 -1.64 2.93  0.339
H -2.06 -0.17 0.86  0.265
H -2.51 -1.27 1.81  0.280

total charge: 0
highest occupied orbital energy: -9.3 eV
E_LUMO: 1.0 eV
SMILES: NCCNCCN


Model two:
Entry from the OMol25 dataset: C4H13N3 in the gas phase (the ωB97M-V functional and the def2-TZVPD basis).

Each line ends with the Mulliken charge.
Positions of all 20 atoms, in Å:
C -1.17 0.36 -0.72  -0.224
C 1.21 1.27 1.73  -0.737
C 1.13 -1.96 -1.24  -0.851
C -2.32 0.67 0.21  -1.100
N 0.45 1.29 0.50  -1.010
N 0.19 0.06 0.07  0.561
N 1.47 -0.69 -0.66  -0.492
H 0.01 -0.67 0.79  0.415
H 1.75 -0.02 -1.38  0.245
H -1.35 -0.56 -1.28  0.312
H -0.96 1.18 -1.40  0.267
H 1.27 2.29 2.10  0.270
H 0.72 0.64 2.51  0.232
H 2.22 0.88 1.58  0.242
H 2.05 -2.44 -1.58  0.308
H 0.44 -1.92 -2.10  0.276
H 0.71 -2.61 -0.47  0.321
H -2.42 -0.10 0.98  0.291
H -3.26 0.72 -0.34  0.367
H -2.15 1.62 0.71  0.306

total charge: 0
highest occupied orbital energy: -7.0 eV
E_LUMO: 0.9 eV


Stability, highest: model one


Model one:
Entry from the OMol25 dataset: 2 unconnected molecules or ions with the total composition C4H13N3 (the ωB97M-V functional and the def2-TZVPD basis).

Each line ends with the Mulliken charge.
Positions of all 20 atoms, in Å:
C 1.15 -1.58 0.67  -0.783
N 1.34 -1.22 2.07  -0.288
C 0.27 -0.57 2.64  0.094
N 0.42 0.46 3.48  -0.695
H 2.02 -2.18 0.35  0.331
H 0.28 -2.24 0.58  0.283
H 1.15 -0.71 0.01  0.253
H 2.20 -0.79 2.39  0.277
H -0.68 -1.00 2.27  0.288
H -0.52 0.68 3.85  0.227
C -1.61 0.16 -1.70  -0.776
C -0.82 1.44 -1.72  -0.512
N 0.57 1.20 -1.87  -0.507
H -1.18 -0.59 -0.99  0.106
H -2.64 0.46 -1.38  0.292
H -1.69 -0.33 -2.71  0.304
H -1.25 2.05 -2.48  0.354
H -0.93 2.03 -0.83  0.338
H 0.84 0.67 -2.77  0.206
H 1.08 2.07 -1.86  0.208

total charge: 0
highest occupied orbital energy: -8.8 eV
E_LUMO: 1.0 eV
SMILES: [H]/N=C/NC.CCN


Model two:
Entry from the OMol25 dataset: C4H13N3 in the gas phase (the ωB97M-V functional and the def2-TZVPD basis).

Each line ends with the Mulliken charge.
Positions of all 20 atoms, in Å:
N -2.16 -1.31 -0.88  -0.559
C -0.97 -1.69 -1.56  -0.748
C 0.22 -0.71 -1.39  -0.623
N 0.40 -0.25 0.04  -0.306
C 1.15 1.09 0.11  -0.762
C 1.09 1.33 1.79  -0.306
N -0.17 1.76 2.19  -0.665
H -2.17 -1.19 0.15  0.278
H -2.40 -0.41 -1.27  0.261
H -1.09 -1.91 -2.64  0.317
H -0.51 -2.63 -1.25  0.354
H 1.04 -1.27 -1.74  0.303
H -0.16 0.10 -2.02  0.372
H 1.04 -1.04 0.33  0.238
H 2.18 1.08 -0.14  0.427
H 0.60 1.97 -0.37  0.372
H 1.24 0.30 2.16  0.256
H 1.93 2.04 1.99  0.308
H -0.48 1.29 2.98  0.236
H -0.78 1.45 1.53  0.246

total charge: 0
highest occupied orbital energy: -9.0 eV
E_LUMO: 1.0 eV
SMILES: NCCNCCN


Stability, highest: model one